Entry 1:
A 2-piece molecular cluster, C4H13N2O overall in a non-equilibrium geometry, computed with wB97M-V/def2-TZVPD.

```
20
Properties=species:S:1:pos:R:3:nbo_charge:R:1
C 2.1746 0.3530 -0.9024 -0.61
C 1.2108 -0.6379 -1.4534 -0.39
C -0.1499 -0.8311 -0.6892 -0.35
N -2.6827 0.4584 1.2296 -0.69
C -1.7968 0.9026 0.1229 -0.16
N -0.5030 0.2497 0.2396 0.03
H 2.7409 -0.2545 -0.0472 0.26
H 1.4103 1.1412 -0.5335 0.19
H 2.8533 0.8644 -1.5669 0.25
H 1.0520 -0.4057 -2.5318 0.25
H 1.5543 -1.6756 -1.6048 0.24
H -1.0167 -1.0270 -1.4343 0.24
H -0.0492 -1.8362 -0.0684 0.39
H -3.4313 1.0596 1.5844 0.42
H -2.2712 0.7026 -0.8706 0.21
H -1.7188 1.9368 0.1483 0.31
H 0.4299 -0.1874 1.4191 0.46
H -2.0956 0.0567 2.0258 0.40
H 1.1681 -0.2562 2.9118 0.49
O 1.1211 -0.6134 2.0209 -0.95
```

Computed properties:
Charge = +1
2S+1 = 1
DFT total energy = -9373.6680 eV
Strongest force on any atom = 4.4 eV/A

***

Entry 2:
A 2-piece molecular cluster, C4H13N2O overall in a non-equilibrium geometry, computed with wB97M-V/def2-TZVPD.

```
20
Properties=species:S:1:pos:R:3:nbo_charge:R:1
C -0.9263 0.5794 -1.5099 -0.21
C -1.1329 -0.7810 -0.5974 -0.41
C -1.4664 -0.4087 0.8198 -0.27
C -0.0650 0.0697 2.5719 0.03
N -0.2925 0.1902 1.3427 -0.47
N 0.4994 0.9916 -1.1202 -0.74
H -1.6358 1.3354 -1.2411 0.22
H -0.8725 0.3112 -2.5592 0.23
H -1.7918 -1.4636 -1.0492 0.25
H -0.0843 -1.2461 -0.7414 0.21
H -2.3809 0.3655 0.8249 0.23
H -1.7664 -1.2959 1.5523 0.21
H -0.5276 -0.5813 3.2424 0.18
H 0.8575 0.4784 2.7921 0.18
H 0.6487 1.9809 -1.2038 0.43
H 0.5526 0.8014 -0.0278 0.47
H 1.2058 0.4185 -1.5137 0.45
H 3.3878 -1.2950 -0.6481 0.51
H 2.9905 0.1015 -0.1294 0.48
O 2.8003 -0.5523 -0.8050 -0.97
```

Computed properties:
Charge = +1
2S+1 = 1
DFT total energy = -9378.9144 eV
Strongest force on any atom = 3.5 eV/A

***

Entry 3:
A 2-piece molecular cluster, C4H13N2O overall in a non-equilibrium geometry, computed with wB97M-V/def2-TZVPD.

```
20
Properties=species:S:1:pos:R:3:nbo_charge:R:1
C 0.0496 1.5017 -1.1737 -0.23
C 1.2444 1.1289 -0.2364 -0.46
C 1.5080 -0.3578 -0.5052 -0.28
C 0.8326 -2.4037 0.4337 0.08
N 0.5073 -1.2261 0.1670 -0.06
N -1.1845 0.5797 -0.8500 -0.68
H 0.3092 1.3360 -2.2770 0.26
H -0.3447 2.5833 -0.9182 0.29
H 2.1757 1.6034 -0.4742 0.30
H 0.9260 1.4067 0.8699 0.27
H 1.2652 -0.5095 -1.5674 0.24
H 2.5408 -0.8128 -0.3153 0.33
H 1.8608 -2.6107 0.4687 0.28
H 0.1103 -3.1054 0.8370 0.29
H -1.6905 0.8612 -0.0027 0.49
H -1.8300 0.4875 -1.6021 0.46
H -0.7511 -0.3769 -0.6925 0.40
H -2.5656 -0.3491 1.9064 0.49
H -1.8603 0.5379 2.7811 0.51
O -2.1516 0.5323 1.8321 -0.97
```

Computed properties:
Charge = +2
2S+1 = 2
DFT total energy = -9365.1952 eV
⟨S²⟩ = 0.76
Strongest force on any atom = 4.0 eV/A

***

Summary of energy above the lowest of the compared OMol25 structures with the same formula, charge and spin in kcal/mol
182.5 61.6 87.8
(order as listed above)